Record 1
Here is 8 unconnected molecules or ions with the total composition C23H39N3O7 in a non-equilibrium geometry from OMol25. Energies are from ωB97M-V/def2-TZVPD.

SMILES: c1cc[nH]c1.c1cc[nH]c1.c1cc[nH]c1.O=C1CCCO1.O=C1CCCO1.CO.CO.CO
relative energy (zero: lowest compared OMol25 entry of this formula, charge and spin): 5.0 kcal/mol
charge: 0
highest occupied orbital energy: -7.98 eV
HOMO-LUMO gap: 8.5 eV

Geometry as XYZ:
```
72
C23H39N3O7 ωB97M-V/def2-TZVPD
C 0.82 5.09 0.44
C -0.54 5.11 0.06
C -0.96 3.80 -0.07
N 0.03 2.99 0.42
C 1.11 3.78 0.72
H 1.45 5.97 0.53
H -1.10 5.98 -0.25
H -1.90 3.42 -0.43
H -0.01 1.99 0.56
H 1.99 3.29 1.11
C 4.68 0.27 -1.79
C 5.40 0.80 -0.71
C 4.49 1.17 0.25
N 3.25 0.86 -0.20
C 3.34 0.27 -1.44
H 5.06 -0.14 -2.71
H 6.47 0.89 -0.60
H 4.65 1.61 1.22
H 2.41 0.82 0.36
H 2.45 -0.19 -1.85
C -3.24 -4.09 -0.31
C -2.04 -4.77 -0.06
C -1.03 -4.04 -0.65
N -1.58 -2.92 -1.23
C -2.92 -2.94 -1.01
H -4.27 -4.28 -0.05
H -1.92 -5.72 0.43
H 0.03 -4.23 -0.74
H -1.02 -2.16 -1.62
H -3.56 -2.21 -1.47
O -4.20 2.28 1.02
C -3.61 2.94 1.82
C -3.75 4.42 2.05
C -3.03 4.61 3.40
C -2.05 3.43 3.45
O -2.65 2.43 2.61
H -3.17 4.94 1.29
H -4.77 4.79 2.11
H -2.53 5.57 3.52
H -3.76 4.48 4.20
H -1.06 3.72 3.08
H -2.01 3.08 4.48
O 0.25 -1.06 -2.46
C 0.73 -1.42 -3.51
C 1.59 -0.60 -4.44
C 2.12 -1.68 -5.39
C 1.18 -2.87 -5.23
O 0.49 -2.63 -3.99
H 0.91 0.13 -4.88
H 2.41 -0.04 -4.00
H 2.15 -1.37 -6.44
H 3.17 -1.91 -5.20
H 0.49 -2.91 -6.07
H 1.72 -3.81 -5.14
C 2.03 -2.12 1.28
O 1.55 -1.48 2.44
H 2.41 -1.39 0.56
H 2.83 -2.82 1.54
H 1.22 -2.64 0.76
H 0.83 -1.99 2.84
C -1.49 -0.46 0.91
O -0.28 0.08 0.33
H -2.26 -0.51 0.15
H -1.32 -1.45 1.35
H -1.76 0.32 1.62
H -0.11 -0.43 -0.47
C -0.92 -4.04 3.52
O -0.57 -2.67 3.76
H -1.13 -4.60 4.43
H -1.77 -4.10 2.83
H -0.07 -4.44 2.96
H -1.37 -2.20 4.01
```

The computed Löwdin charges, all in e, follow: -0.108, -0.126, -0.143, 0.038, -0.147, 0.088, 0.089, 0.112, 0.101, 0.097, -0.109, -0.113, -0.135, 0.011, -0.135, 0.084, 0.090, 0.110, 0.123, 0.076, -0.117, -0.127, -0.140, 0.026, -0.157, 0.090, 0.089, 0.103, 0.088, 0.111, 0.112, -0.522, -0.069, -0.141, -0.135, 0.009, 0.109, 0.124, 0.114, 0.111, 0.116, 0.121, 0.080, -0.469, -0.050, -0.142, -0.123, 0.059, 0.141, 0.107, 0.115, 0.115, 0.127, 0.128, -0.162, -0.129, 0.047, 0.080, 0.061, 0.024, -0.085, -0.156, 0.073, 0.069, 0.069, 0.034, -0.119, -0.138, 0.078, 0.069, 0.084, 0.093

***

Record 2
Here is a molecular structure, C5H4LiNdO7 in a non-equilibrium geometry from OMol25. Energies are from ωB97M-V/def2-TZVPD.

charge: +1
highest occupied orbital energy (alpha / beta): -12.08 / -12.15 eV
HOMO-LUMO gap (alpha / beta): 6.7 / 6.8 eV
multiplicity: 5

Geometry as XYZ:
```
18
C5H4LiNdO7 ωB97M-V/def2-TZVPD
O -0.70 -1.61 1.06
C 0.39 -0.97 1.24
O 1.35 -1.24 1.96
O 1.38 1.12 0.50
O 1.42 -0.39 -1.21
C 0.49 -0.66 -2.24
C -0.58 0.40 -2.04
O -0.62 0.53 -0.62
C 0.79 0.15 -0.07
H 1.00 -0.57 -3.21
H 0.08 -1.67 -2.14
H -1.56 0.11 -2.44
H -0.30 1.37 -2.46
Nd -2.36 -0.23 0.77
Li 1.77 0.77 2.32
O -1.85 0.90 2.31
O -0.02 1.25 3.59
C -0.67 0.72 2.70
```

The computed Löwdin charges, all in e, follow: -0.174, -0.583, 0.043, -0.099, 0.033, -0.131, -0.150, -0.268, -0.575, 0.147, 0.136, 0.123, 0.147, 2.089, 0.777, -0.202, 0.113, -0.425

***

Record 3
Here is C17H17ClFNO2 in the gas phase in a non-equilibrium geometry from OMol25. Energies are from ωB97M-V/def2-TZVPD.

SMILES: FCCCOc1ccc(/C=N/OCc2ccc(Cl)cc2)cc1
relative energy (zero: lowest compared OMol25 entry of this formula, charge and spin): 5.9 kcal/mol
charge: 0
highest occupied orbital energy: -8.31 eV
HOMO-LUMO gap: 9.0 eV

Geometry as XYZ:
```
39
C17H17ClFNO2 ωB97M-V/def2-TZVPD
F 8.62 -1.03 -0.85
C 7.33 -0.56 -0.87
C 6.97 0.04 0.48
C 5.55 0.60 0.47
O 4.66 -0.47 0.24
C 3.32 -0.23 0.20
C 2.73 1.02 0.36
C 1.35 1.14 0.30
C 0.54 0.03 0.08
C -0.90 0.19 0.03
N -1.65 -0.82 -0.16
O -2.99 -0.76 -0.21
C -3.67 0.48 -0.03
C -5.14 0.20 -0.07
C -5.99 0.96 -0.86
C -7.35 0.70 -0.89
C -7.86 -0.33 -0.11
Cl -9.56 -0.66 -0.14
C -7.02 -1.10 0.68
C -5.67 -0.83 0.70
C 1.14 -1.22 -0.08
C 2.51 -1.35 -0.02
H 7.29 0.20 -1.67
H 6.69 -1.40 -1.12
H 7.04 -0.74 1.24
H 7.67 0.83 0.73
H 5.45 1.35 -0.33
H 5.33 1.08 1.43
H 3.33 1.90 0.53
H 0.91 2.12 0.42
H -1.27 1.22 0.17
H -3.39 1.19 -0.82
H -3.40 0.92 0.95
H -5.60 1.76 -1.47
H -8.01 1.29 -1.50
H -7.43 -1.91 1.27
H -5.01 -1.43 1.30
H 0.51 -2.07 -0.25
H 2.98 -2.31 -0.14
```

The computed Löwdin charges, all in e, follow: -0.051, -0.223, -0.142, -0.213, -0.047, -0.260, -0.018, -0.035, -0.219, -0.114, 0.049, -0.114, -0.165, -0.201, -0.032, -0.102, -0.677, 0.671, -0.095, -0.021, -0.018, 0.008, 0.124, 0.121, 0.123, 0.122, 0.133, 0.132, 0.103, 0.111, 0.116, 0.126, 0.134, 0.114, 0.104, 0.106, 0.121, 0.111, 0.119

***

Record 4
Here is 2 unconnected molecules or ions with the total composition C4H9N3 in a non-equilibrium geometry from OMol25. Energies are from ωB97M-V/def2-TZVPD.

relative energy (zero: lowest compared OMol25 entry of this formula, charge and spin): 169.1 kcal/mol
charge: +2
highest occupied orbital energy: -19.80 eV
HOMO-LUMO gap: 9.7 eV

Geometry as XYZ:
```
16
C4H9N3 ωB97M-V/def2-TZVPD
C 1.90 0.30 0.13
C -0.97 -1.81 -0.26
C -1.42 -0.57 0.60
C -0.78 1.78 0.09
N -0.19 -0.60 -0.02
N 2.90 -0.37 -0.07
N -1.12 0.42 -0.40
H -0.80 -2.79 0.25
H -1.37 -1.96 -1.23
H -1.45 -0.27 1.70
H 0.13 2.17 -0.38
H -1.45 2.52 -0.22
H -0.68 1.81 1.22
H 3.70 0.19 0.31
H 3.29 -1.32 -0.47
H -1.71 0.50 -1.24
```

The computed Löwdin charges, all in e, follow: 0.300, 0.103, -0.064, 0.023, -0.043, 0.181, -0.008, 0.164, 0.117, 0.208, 0.094, 0.101, 0.142, 0.197, 0.249, 0.235

***

Record 5
Here is 4 unconnected molecules or ions with the total composition C18H29NO11 in a non-equilibrium geometry from OMol25. Energies are from ωB97M-V/def2-TZVPD.

SMILES: O=[N+]([O-])c1ccccc1.CCOC(=O)OC.CCOC(=O)OC.CCOC(=O)OC
charge: 0
highest occupied orbital energy: -10.16 eV
HOMO-LUMO gap: 9.6 eV

Geometry as XYZ:
```
59
C18H29NO11 ωB97M-V/def2-TZVPD
O 0.80 1.83 0.86
N 1.05 2.00 -0.32
O 1.23 3.07 -0.85
C 0.97 0.79 -1.15
C 0.59 -0.44 -0.62
C 0.42 -1.56 -1.41
C 0.80 -1.54 -2.75
C 1.16 -0.30 -3.29
C 1.26 0.84 -2.51
H 0.44 -0.50 0.45
H 0.10 -2.46 -0.91
H 0.90 -2.38 -3.42
H 1.46 -0.07 -4.30
H 1.52 1.80 -2.95
C -1.49 -5.24 -0.48
C -0.64 -5.84 0.62
O 0.72 -6.05 0.18
C 1.04 -7.24 -0.30
O 0.43 -8.27 -0.20
O 2.26 -7.11 -0.89
C 2.75 -8.26 -1.55
H -0.86 -4.63 -1.15
H -2.26 -4.59 -0.09
H -1.84 -6.04 -1.13
H -1.00 -6.80 0.98
H -0.54 -5.17 1.47
H 2.44 -8.23 -2.60
H 2.43 -9.23 -1.16
H 3.83 -8.14 -1.60
C -5.38 -1.42 0.00
C -4.05 -0.75 0.20
O -4.18 0.28 1.18
C -3.15 0.53 1.97
O -2.04 0.07 1.90
O -3.58 1.30 2.96
C -2.69 1.90 3.86
H -5.40 -2.09 -0.86
H -6.18 -0.71 -0.16
H -5.58 -2.10 0.83
H -3.69 -0.27 -0.72
H -3.26 -1.47 0.43
H -3.16 1.91 4.85
H -2.56 2.94 3.57
H -1.75 1.37 4.05
C 4.85 7.27 -0.33
C 3.44 6.71 -0.41
O 2.56 7.65 0.21
C 1.53 7.22 0.94
O 0.87 7.98 1.58
O 1.35 5.90 0.83
C 0.22 5.39 1.52
H 5.60 6.55 -0.66
H 5.12 7.50 0.70
H 4.92 8.10 -1.04
H 3.44 5.76 0.11
H 3.12 6.54 -1.44
H -0.63 6.06 1.41
H 0.41 5.18 2.57
H -0.10 4.47 1.03
```

The computed Löwdin charges, all in e, follow: 0.078, -0.345, 0.089, -0.133, -0.004, -0.060, -0.056, -0.076, -0.009, 0.116, 0.093, 0.108, 0.108, 0.116, -0.051, -0.186, 0.034, -0.599, 0.124, -0.005, -0.060, 0.065, 0.073, 0.083, 0.119, 0.122, 0.096, 0.092, 0.093, -0.067, -0.230, 0.051, -0.609, 0.121, 0.013, -0.043, 0.079, 0.081, 0.081, 0.129, 0.117, 0.094, 0.096, 0.096, -0.066, -0.222, 0.042, -0.607, 0.142, -0.024, -0.043, 0.075, 0.081, 0.077, 0.119, 0.126, 0.098, 0.102, 0.070

***

Record 6
Here is a gas-phase ion, CH4N3 (charge +1) in a non-equilibrium geometry from OMol25. Energies are from ωB97M-V/def2-TZVPD.

relative energy (zero: lowest compared OMol25 entry of this formula, charge and spin): 126.1 kcal/mol
charge: +1
highest occupied orbital energy (alpha / beta): -16.36 / -16.08 eV
HOMO-LUMO gap (alpha / beta): 9.8 / 9.2 eV

Geometry as XYZ:
```
8
CH4N3 ωB97M-V/def2-TZVPD
C 1.79 -0.29 0.23
N 2.14 0.55 -0.56
N 0.61 -0.64 -0.38
N -0.46 0.29 -0.32
H 2.39 -0.76 1.08
H -0.10 1.31 -0.46
H -0.76 0.28 0.66
H -1.29 -0.11 -0.78
```

The computed Löwdin charges, all in e, follow: -0.317, 0.328, 0.070, 0.170, 0.167, 0.223, 0.172, 0.188

***

Record 7
Here is C7H10N2O in the gas phase in a non-equilibrium geometry from OMol25. Energies are from ωB97M-V/def2-TZVPD.

relative energy (zero: lowest compared OMol25 entry of this formula, charge and spin): 150.4 kcal/mol
charge: 0
highest occupied orbital energy (alpha / beta): -8.01 / -6.89 eV
HOMO-LUMO gap (alpha / beta): 7.5 / 6.8 eV

Geometry as XYZ:
```
20
C7H10N2O ωB97M-V/def2-TZVPD
C -1.03 -1.03 0.04
C -2.34 -1.01 -0.30
C 0.07 1.33 -0.20
C 1.50 1.79 0.05
C 2.22 0.56 -0.19
C 0.09 -0.13 0.18
C -3.35 -0.16 0.17
N 1.40 -0.50 0.28
N 1.84 -1.79 0.24
O -0.95 1.98 -0.50
H -0.77 -2.12 0.00
H 1.97 2.55 -0.54
H 1.60 2.08 1.04
H 2.38 0.38 -1.32
H 3.34 0.56 0.09
H -4.28 -0.68 -0.05
H -3.35 0.70 -0.49
H -3.28 0.07 1.27
H 1.76 -2.32 -0.63
H 1.17 -2.26 0.88
```

The computed Löwdin charges, all in e, follow: -0.087, -0.050, -0.287, -0.103, -0.218, -0.123, -0.150, -0.201, 0.071, 0.051, 0.095, 0.124, 0.107, 0.148, 0.155, 0.072, 0.087, 0.110, 0.098, 0.099

***

Record 8
Here is 2 unconnected molecules or ions with the total composition CH4F2Si in a non-equilibrium geometry from OMol25. Energies are from ωB97M-V/def2-TZVPD.

relative energy (zero: lowest compared OMol25 entry of this formula, charge and spin): 65.6 kcal/mol
charge: 0
highest occupied orbital energy: -9.52 eV
HOMO-LUMO gap: 9.2 eV

Geometry as XYZ:
```
8
CH4F2Si ωB97M-V/def2-TZVPD
C 0.06 0.54 0.38
F 2.34 -1.25 1.07
F 2.44 0.10 -1.03
Si 1.39 -0.65 -0.11
H 0.64 1.46 0.35
H -0.87 0.33 -0.15
H -0.19 0.49 1.40
H 0.05 -1.99 -1.60
```

The computed Löwdin charges, all in e, follow: -0.200, -0.163, -0.148, 0.415, 0.039, 0.037, 0.011, 0.009

***

Question: Which value of charge does entry 6 give?
Answer: +1

***

Please write out number 7 again, unchanged.
Here is C7H10N2O in the gas phase in a non-equilibrium geometry from OMol25. Energies are from ωB97M-V/def2-TZVPD.

relative energy (zero: lowest compared OMol25 entry of this formula, charge and spin): 150.4 kcal/mol
charge: 0
highest occupied orbital energy (alpha / beta): -8.01 / -6.89 eV
HOMO-LUMO gap (alpha / beta): 7.5 / 6.8 eV

Geometry as XYZ:
```
20
C7H10N2O ωB97M-V/def2-TZVPD
C -1.03 -1.03 0.04
C -2.34 -1.01 -0.30
C 0.07 1.33 -0.20
C 1.50 1.79 0.05
C 2.22 0.56 -0.19
C 0.09 -0.13 0.18
C -3.35 -0.16 0.17
N 1.40 -0.50 0.28
N 1.84 -1.79 0.24
O -0.95 1.98 -0.50
H -0.77 -2.12 0.00
H 1.97 2.55 -0.54
H 1.60 2.08 1.04
H 2.38 0.38 -1.32
H 3.34 0.56 0.09
H -4.28 -0.68 -0.05
H -3.35 0.70 -0.49
H -3.28 0.07 1.27
H 1.76 -2.32 -0.63
H 1.17 -2.26 0.88
```

The computed Löwdin charges, all in e, follow: -0.087, -0.050, -0.287, -0.103, -0.218, -0.123, -0.150, -0.201, 0.071, 0.051, 0.095, 0.124, 0.107, 0.148, 0.155, 0.072, 0.087, 0.110, 0.098, 0.099